The following is a DFT calculation (ωB97M-V/def2-TZVPD) of a structure of composition C10H12N2S in a non-equilibrium geometry.

```
! RIJCOSX wB97M-V def2-TZVPD def2/J DEFGRID3
* xyz 0 1
C 2.58 1.16 1.41
C 3.11 2.01 0.38
C 1.32 0.51 1.27
C 2.23 2.22 -0.70
C 0.64 0.73 0.06
C -0.73 0.21 -0.07
C -1.14 -1.06 -0.04
C -1.91 1.72 -0.25
C -2.63 -1.34 0.21
C -0.26 -2.27 -0.09
N 1.15 1.51 -0.86
N -1.42 2.45 -1.24
S -3.06 1.81 0.90
H 3.21 0.89 2.35
H 3.97 2.60 0.33
H 1.13 0.02 2.17
H 2.51 2.89 -1.54
H -2.85 -2.13 0.93
H -3.02 -1.91 -0.74
H -3.32 -0.56 0.37
H 0.15 -2.57 0.88
H -0.82 -3.08 -0.33
H 0.48 -2.05 -0.79
H -0.62 2.13 -1.65
H -1.95 3.15 -1.74
*
```

Values from the calculation:
HOMO energy = -7.76 eV
Frontier orbital gap = 8.262 eV
Lowest unoccupied orbital energy = 0.5059 eV

Results of the Löwdin charge analysis, in e, for atoms 1 through 8: -0.05, -0.05, 0.00, -0.14, -0.29, -0.06, -0.29, -0.74

The following is a DFT calculation (ωB97M-V/def2-TZVPD) of the molecule C10H12N2S in a non-equilibrium geometry.

```
! RIJCOSX wB97M-V def2-TZVPD def2/J DEFGRID3
* xyz 0 1
C 0.34 1.88 -2.96
C 0.76 0.59 -3.05
C 0.15 -0.44 -2.32
C -0.94 -0.12 -1.51
S -1.72 -1.53 -0.70
C -1.85 -1.10 1.11
C -0.54 -0.95 1.85
N -0.17 -1.68 2.81
C 1.23 -1.30 3.07
C 1.61 -0.27 1.97
N 0.33 0.06 1.44
C -1.31 1.25 -1.31
C -0.68 2.22 -2.07
H 0.91 2.67 -3.45
H 1.60 0.31 -3.62
H 0.43 -1.48 -2.48
H -2.47 -0.21 1.20
H -2.33 -1.93 1.55
H 1.84 -2.21 3.21
H 1.26 -0.79 4.02
H 2.23 0.55 2.26
H 2.19 -0.81 1.12
H 0.16 0.53 0.50
H -2.09 1.52 -0.65
H -0.92 3.26 -1.98
*
```

Values from the calculation:
HOMO energy = -8.37 eV
Frontier orbital gap = 9.087 eV
SMILES string = c1ccc(SCC2=NCCN2)cc1
Lowest unoccupied orbital energy = 0.7118 eV

Results of the Löwdin charge analysis, in e, for atoms 1 through 8: -0.10, -0.09, -0.11, -0.54, 0.92, -0.36, -0.47, 0.08

The following is a DFT calculation (ωB97M-V/def2-TZVPD) of the ion C10H12N3 with charge +1 in a non-equilibrium geometry.

```
! RIJCOSX wB97M-V def2-TZVPD def2/J DEFGRID3
* xyz 1 1
C 0.99 -0.68 -2.29
C 0.41 0.50 -2.60
C -0.49 1.14 -1.67
N -1.45 2.06 -1.99
C -2.01 2.50 -0.91
N -1.39 1.94 0.25
C -0.44 1.12 -0.31
N 0.55 0.29 0.43
C 0.56 0.40 1.90
C -0.16 -0.93 2.23
C 0.46 -1.96 1.27
C 0.63 -1.24 0.07
C 0.82 -1.59 -1.18
H 1.44 -1.27 -3.12
H 0.61 0.94 -3.50
H -2.89 3.03 -0.90
H -1.74 1.67 1.14
H 1.46 0.46 0.00
H 0.25 1.25 2.46
H 1.62 0.32 2.08
H -1.19 -0.98 2.36
H 0.26 -1.27 3.15
H -0.34 -2.74 1.11
H 1.32 -2.41 1.58
H 0.74 -2.55 -1.57
*
```

Values from the calculation:
HOMO energy = -12.42 eV
Frontier orbital gap = 8.950 eV
SMILES string = C1=Cc2nc[nH]c2[N@H+]2CCCC2=C1
Lowest unoccupied orbital energy = -3.4719 eV

Results of the Löwdin charge analysis, in e, for atoms 1 through 8: -0.05, 0.03, -0.21, 0.13, -0.09, 0.16, -0.16, 0.05

The following is a DFT calculation (ωB97M-V/def2-TZVPD) of a structure of composition C10H12N3S in a non-equilibrium geometry.

```
! RIJCOSX wB97M-V def2-TZVPD def2/J DEFGRID3
* xyz 1 1
C -2.45 -0.50 -2.26
C -2.62 -0.29 -0.94
C -1.26 -1.07 -2.72
C -1.55 -0.42 -0.06
C -0.19 -1.25 -1.86
C -0.29 -0.80 -0.50
C 0.08 2.07 1.77
C 0.49 -0.58 1.80
C 2.07 1.92 0.29
C 2.04 -1.01 -0.01
N 0.78 2.26 0.52
N 0.81 -0.85 0.43
N -0.05 0.84 2.17
S 2.54 0.16 -1.10
H -3.40 -0.35 -2.84
H -3.51 0.08 -0.50
H -0.99 -1.46 -3.76
H -1.65 -0.11 0.86
H 0.80 -1.83 -2.24
H -0.40 -1.11 2.06
H 1.41 -0.90 2.33
H 2.53 2.57 -0.35
H 2.78 1.65 1.14
H 2.72 -1.53 0.65
H 0.52 3.00 -0.07
H -0.64 0.82 3.08
*
```

Values from the calculation:
HOMO energy = -12.28 eV
Frontier orbital gap = 6.777 eV
Lowest unoccupied orbital energy = -5.5057 eV

Results of the Löwdin charge analysis, in e, for atoms 1 through 8: -0.08, -0.06, -0.06, -0.03, -0.06, -0.21, -0.02, -0.07

The following is a DFT calculation (ωB97M-V/def2-TZVPD) of the ion C10H12N5 with charge +1 in a non-equilibrium geometry.

```
! RIJCOSX wB97M-V def2-TZVPD def2/J DEFGRID3
* xyz 1 1
N 1.36 -0.72 -2.68
C 0.68 0.02 -2.12
C -0.14 0.83 -1.31
C -1.19 1.52 -1.78
C -2.15 2.26 -0.93
C -1.80 2.26 0.56
C -1.13 0.95 0.98
C 0.18 0.78 0.19
C 1.04 1.94 0.44
N 1.71 2.84 0.62
C 1.05 -0.42 0.66
N 0.35 -1.71 0.73
C 0.95 -2.84 0.72
N 1.78 -3.68 0.82
N 2.39 -4.73 0.43
H -1.38 1.53 -2.84
H -3.14 1.79 -1.08
H -2.24 3.28 -1.29
H -1.12 3.08 0.78
H -2.70 2.41 1.16
H -0.92 0.96 2.05
H -1.80 0.11 0.75
H 1.91 -0.53 0.00
H 1.41 -0.18 1.67
H -0.64 -1.67 0.94
H 2.54 -4.92 -0.55
H 3.00 -5.17 1.11
*
```

Values from the calculation:
HOMO energy = -13.18 eV
Frontier orbital gap = 9.488 eV
SMILES string = N#CC1=CCCC[C@@]1(C#N)C[NH+]=C=NN
Lowest unoccupied orbital energy = -3.6956 eV

Results of the Löwdin charge analysis, in e, for atoms 1 through 8: 0.19, -0.19, -0.18, 0.02, -0.15, -0.16, -0.12, -0.37

The following is a DFT calculation (ωB97M-V/def2-TZVPD) of the ion C10H12NO with charge +1 in a non-equilibrium geometry.

```
! RIJCOSX wB97M-V def2-TZVPD def2/J DEFGRID3
* xyz 1 1
C -2.63 -0.77 -0.56
N -1.51 -0.22 -1.23
C -0.09 0.21 -0.70
C 0.30 0.28 0.67
C -0.03 -0.79 1.53
C 0.68 -0.91 2.71
C 1.58 0.04 3.11
C 1.86 1.07 2.21
C 1.22 1.27 1.04
C 0.74 0.43 -1.93
C -0.26 0.18 -3.10
O -1.37 -0.57 -2.57
H -3.48 -0.43 -1.09
H -2.70 -0.27 0.41
H -2.71 -1.86 -0.57
H -0.67 -1.63 1.14
H 0.49 -1.75 3.30
H 2.21 -0.01 4.02
H 2.81 1.65 2.54
H 1.20 2.10 0.34
H 1.23 1.46 -2.08
H 1.53 -0.31 -1.90
H -0.66 1.24 -3.40
H 0.27 -0.38 -3.92
*
```

Values from the calculation:
HOMO energy (spin up / spin down) = -13.19 / -13.19 eV
Frontier orbital gap (spin up / spin down) = 7.854 / 7.852 eV
SMILES string = C[N+]1=C(c2ccccc2)CCO1
Lowest unoccupied orbital energy (spin up / spin down) = -5.3408 / -5.3412 eV

Results of the Löwdin charge analysis, in e, for atoms 1 through 8: -0.02, -0.05, 0.05, -0.20, 0.02, -0.05, -0.03, -0.06

The following is a DFT calculation (ωB97M-V/def2-TZVPD) of the ion C10H12NO with charge +1 in a non-equilibrium geometry.

```
! RIJCOSX wB97M-V def2-TZVPD def2/J DEFGRID3
* xyz 1 1
N -1.10 2.05 0.43
C -0.73 1.01 -0.36
C 0.59 0.50 -0.15
C 1.71 1.30 -0.10
C 3.00 0.78 -0.24
C 3.18 -0.54 -0.26
C 2.07 -1.36 0.14
C 0.81 -0.84 0.11
C -0.45 -1.66 0.25
C -1.66 -0.77 0.29
C -2.78 -0.72 -0.53
O -3.82 -0.09 -0.16
H -2.02 2.51 0.29
H -0.47 2.44 1.13
H -1.12 1.01 -1.37
H 1.69 2.43 -0.16
H 3.80 1.41 -0.48
H 4.23 -1.00 -0.23
H 2.18 -2.45 0.47
H -0.52 -2.44 -0.63
H -0.37 -2.34 1.14
H -1.89 -0.40 1.23
H -2.68 -1.02 -1.56
H -3.67 0.19 0.73
*
```

Values from the calculation:
HOMO energy = -12.79 eV
Frontier orbital gap = 8.387 eV
SMILES string = [NH2+]=Cc1ccccc1C/C=C/O
Lowest unoccupied orbital energy = -4.4060 eV

Results of the Löwdin charge analysis, in e, for atoms 1 through 8: 0.16, -0.10, -0.20, 0.00, -0.09, -0.05, 0.00, -0.20

The following is a DFT calculation (ωB97M-V/def2-TZVPD) of the ion C10H12NO with charge +1 in a non-equilibrium geometry.

```
! RIJCOSX wB97M-V def2-TZVPD def2/J DEFGRID3
* xyz 1 3
C -3.31 -0.85 0.24
C -2.43 -1.23 1.16
C -3.16 -0.06 -0.92
C -0.95 -1.05 1.10
C -2.08 0.58 -1.13
C -0.31 -0.07 0.54
C -0.96 1.40 -1.39
C 0.34 0.53 -1.62
C 1.88 -0.55 -0.07
C 1.30 1.69 0.43
N 0.81 0.44 -0.11
O -1.01 2.61 -1.26
H -4.23 -1.33 0.50
H -2.54 -1.97 1.97
H -3.85 -0.25 -1.75
H -0.40 -1.57 1.78
H 0.05 -0.49 -1.88
H 1.13 1.00 -2.20
H 1.63 -1.49 -0.66
H 2.96 -0.32 -0.40
H 1.91 -0.83 1.09
H 0.61 2.53 0.41
H 1.58 1.63 1.53
H 2.20 2.04 -0.07
*
```

Values from the calculation:
HOMO energy (spin up / spin down) = -11.67 / -12.89 eV
Frontier orbital gap (spin up / spin down) = 7.706 / 7.000 eV
Expectation value of S² = 2.03
Lowest unoccupied orbital energy (spin up / spin down) = -3.9621 / -5.8944 eV

Results of the Löwdin charge analysis, in e, for atoms 1 through 8: -0.08, -0.04, -0.05, -0.03, 0.14, 0.00, -0.40, 0.06

The following is a DFT calculation (ωB97M-V/def2-TZVPD) of the molecule C10H12NPS in a non-equilibrium geometry.

```
! RIJCOSX wB97M-V def2-TZVPD def2/J DEFGRID3
* xyz 0 1
C -3.83 0.77 -0.87
C -3.82 0.46 0.50
C -2.65 0.26 -1.60
C -2.69 -0.06 1.14
C -1.65 -0.46 -1.00
C -1.61 -0.54 0.37
C -0.56 -1.28 1.02
C 1.76 0.37 0.46
C 4.11 1.25 -0.10
C 3.24 0.10 0.23
N 1.00 -0.64 0.78
P 0.84 -2.33 0.45
S 1.05 -2.41 -1.54
H -4.74 1.17 -1.21
H -4.70 0.68 1.08
H -2.76 0.41 -2.72
H -2.73 -0.24 2.17
H -0.97 -0.95 -1.68
H -0.61 -1.19 2.07
H 1.45 1.41 0.47
H 5.14 0.82 0.20
H 3.76 2.11 0.46
H 4.23 1.34 -1.18
H 3.56 -0.47 1.15
H 3.18 -0.60 -0.64
*
```

Values from the calculation:
HOMO energy = -7.41 eV
Frontier orbital gap = 7.213 eV
Lowest unoccupied orbital energy = -0.1973 eV

Results of the Löwdin charge analysis, in e, for atoms 1 through 8: -0.04, -0.09, -0.06, -0.03, -0.09, -0.27, -0.28, -0.08

The following is a DFT calculation (ωB97M-V/def2-TZVPD) of a structure of composition C10H12O in a non-equilibrium geometry.

```
! RIJCOSX wB97M-V def2-TZVPD def2/J DEFGRID3
* xyz 0 1
C -1.87 0.28 -0.24
C -1.89 1.49 0.69
C -0.42 1.69 1.20
C 0.52 0.87 0.33
C 1.97 0.06 0.32
C 1.47 -1.32 0.86
C 0.24 -1.45 -0.24
C 1.13 -1.13 -1.49
C 2.19 -0.29 -1.15
C -0.54 -0.25 0.30
H -2.48 2.26 0.10
H -2.60 1.10 1.79
H -0.01 2.70 1.19
H -0.11 1.37 2.32
H 0.40 1.30 -0.61
H 2.74 0.72 0.76
H 2.10 -2.13 0.65
H 1.13 -1.47 1.91
H -0.14 -2.46 -0.17
H 0.87 -1.55 -2.61
H 3.12 0.24 -1.62
H -1.03 -0.53 1.40
O -2.59 -0.15 -1.07
*
```

Values from the calculation:
HOMO energy = -8.95 eV
Frontier orbital gap = 9.615 eV
Lowest unoccupied orbital energy = 0.6600 eV

Results of the Löwdin charge analysis, in e, for atoms 1 through 8: -0.42, -0.09, -0.21, -0.21, -0.20, -0.09, -0.18, -0.04

The following is a DFT calculation (ωB97M-V/def2-TZVPD) of the molecule C10H12O5 in a non-equilibrium geometry.

```
! RIJCOSX wB97M-V def2-TZVPD def2/J DEFGRID3
* xyz 0 1
C -0.08 -0.51 3.52
C -0.93 0.52 2.60
O -2.18 -0.03 2.13
C -2.00 -1.22 1.34
C -1.09 -1.00 0.04
C 0.19 -1.61 -0.07
C 1.03 -1.29 -1.41
O 1.66 -2.17 -2.02
C 0.94 0.23 -1.89
C 2.23 1.02 -2.44
O 2.07 2.44 -2.32
O 1.39 2.98 -3.39
C -0.35 0.84 -1.79
C -1.53 -0.06 -1.18
O -2.69 -0.06 -1.64
H -0.82 -0.89 4.31
H 0.80 0.05 4.00
H 0.33 -1.38 2.91
H -0.26 0.95 1.79
H -1.21 1.39 3.30
H -1.66 -2.12 1.97
H -3.04 -1.50 0.94
H 0.65 -2.27 0.73
H 3.07 0.74 -1.70
H 2.58 0.66 -3.46
H 1.42 2.39 -4.17
H -0.54 1.91 -2.10
*
```

Values from the calculation:
HOMO energy = -9.72 eV
Frontier orbital gap = 8.645 eV
SMILES string = CCOCC1=CC(=O)C(COO)=CC1=O
Lowest unoccupied orbital energy = -1.0737 eV

Results of the Löwdin charge analysis, in e, for atoms 1 through 8: -0.09, -0.25, -0.17, -0.17, -0.08, 0.07, -0.27, 0.06

The following is a DFT calculation (ωB97M-V/def2-TZVPD) of a cluster of 2 separate species, C10H12OS in total in a non-equilibrium geometry.

```
! RIJCOSX wB97M-V def2-TZVPD def2/J DEFGRID3
* xyz 0 1
C 0.20 2.23 -1.02
C -0.83 1.14 -0.85
C -2.31 1.57 -0.68
C -0.54 -0.07 -0.37
C 0.80 -0.74 -0.39
C 1.37 -1.55 -1.32
C 2.66 -2.00 -0.90
C 2.99 -1.65 0.38
S 1.96 -0.39 0.93
H 0.62 2.56 -0.06
H -0.24 2.98 -1.69
H 1.01 1.93 -1.71
H -2.39 1.97 0.33
H -2.95 0.73 -0.89
H -2.52 2.37 -1.33
H -1.43 -0.68 -0.26
H 0.74 -2.13 -2.06
H 3.29 -2.76 -1.45
H 3.90 -1.96 0.83
C -1.14 -0.20 2.67
C -1.29 -1.42 2.22
O -1.45 -2.53 1.85
H -0.30 0.32 2.95
H -2.14 0.27 2.79
*
```

Values from the calculation:
HOMO energy = -8.58 eV
Frontier orbital gap = 9.260 eV
SMILES string = CC(C)=Cc1cccs1.C=C=O
Lowest unoccupied orbital energy = 0.6794 eV

Results of the Löwdin charge analysis, in e, for atoms 1 through 8: -0.06, -0.31, -0.05, -0.15, -0.48, -0.14, -0.21, -0.44

| no. | DFT total energy (Ha) |
| --- | --- |
| 1 | -895.84159 |
| 2 | -895.92861 |
| 3 | -552.18082 |
| 4 | -950.26908 |
| 5 | -661.68526 |
| 6 | -517.86392 |
| 7 | -517.92385 |
| 8 | -517.67455 |
| 9 | -1182.44092 |
| 10 | -463.28802 |
| 11 | -764.18928 |
| 12 | -861.56428 |